Record 1
One molecule with the formula C3H6N2O. Source: the OMol25 dataset; level of theory: wB97M-V/def2-TZVPD.

LUMO energy = 1.0 eV
HOMO-LUMO gap = 10.7 eV
relative energy (zero: lowest compared OMol25 entry of this formula, charge and spin) = 28.44 kcal per mole
net charge = 0
F_max = 0.593 eV/Å

CARTESIAN COORDINATES (ANGSTROEM)
1 O 3.0250 0.0583 1.5952
2 N 1.3650 -0.5219 0.1367
3 N -0.8904 -0.5613 -0.0995
4 C 0.1870 -0.0132 -0.4333
5 C 2.3267 0.3234 0.6455
6 C -2.2113 -0.0890 -0.3651
7 H -2.7109 -0.0730 0.6095
8 H -2.7475 -0.8099 -0.9839
9 H -2.2932 0.9138 -0.8012
10 H 0.3541 0.8386 -1.1067
11 H 2.4053 1.2731 0.0874
12 H 1.1903 -1.3388 0.7154

Force components x, y, z for each atom (eV/Å):
O -0.1 0.0 -0.4
N 0.2 -0.1 0.2
N 0.5 -0.2 0.2
C -0.2 0.0 0.2
C 0.2 0.0 0.0
C -0.3 0.1 -0.1
H -0.1 0.1 -0.2
H 0.0 0.1 0.0
H 0.2 -0.1 -0.1
H -0.3 0.0 0.2
H 0.0 0.0 0.1
H 0.0 0.1 0.0

=====

Record 2
C33H27N6O4Pb as an isolated structure in a non-equilibrium geometry. Source: the OMol25 dataset; level of theory: wB97M-V/def2-TZVPD.

LUMO energy (spin up / spin down) = -12.6 / -11.0 eV
HOMO-LUMO gap (spin up / spin down) = 2.9 / 4.3 eV
relative energy (zero: lowest compared OMol25 entry of this formula, charge and spin) = 48.19 kcal per mole
net charge = +3
F_max = 1.311 eV/Å

CARTESIAN COORDINATES (ANGSTROEM)
1 Pb 0.9393 -1.5554 0.1017
2 O -1.8061 1.9784 -0.6021
3 O 0.4461 -0.5576 2.4169
4 O -0.4342 0.7889 -7.3540
5 O 1.7181 1.1366 -7.7150
6 N -1.0148 1.2092 2.7572
7 N -0.5594 0.5014 0.6718
8 N -0.1325 -3.9191 -0.1811
9 N 1.0140 -5.0670 1.4899
10 N 2.5484 -0.8060 -1.7940
11 N 3.3207 -1.5107 0.8378
12 C -5.0893 1.2017 3.5755
13 C 5.0951 -1.7020 2.4317
14 C 0.7717 -0.2110 -3.2923
15 C -4.2427 2.2626 1.1540
16 C -0.6595 6.2285 2.4039
17 C 0.0761 -5.0530 0.5103
18 C 6.0397 -1.4430 1.4572
19 C 3.0727 -0.1941 -4.1339
20 C 2.6051 0.1938 -5.3545
21 C -1.3767 1.4983 0.4034
22 C -5.5914 2.1378 1.4087
23 C -6.0228 1.5971 2.6199
24 C -0.6812 3.9580 3.1992
25 C 3.7444 -1.7303 2.0731
26 C -1.2957 5.8275 1.2329
27 C -1.3465 3.5460 2.0304
28 C 3.7990 -0.8603 -1.4489
29 C -3.7401 1.2929 3.3168
30 C -0.3762 5.2907 3.3887
31 C -0.6659 -6.2186 0.2336
32 C 0.8355 0.7880 -6.9869
33 C -3.2912 1.8651 2.1070
34 C 2.1649 -0.4140 -3.0664
35 C -1.0953 -3.9122 -1.1243
36 C -1.8193 2.1177 1.9599
37 C 0.3054 0.1721 -4.5191
38 C 5.6028 -1.1842 0.1627
39 C 4.2388 -1.2122 -0.1176
40 C -1.6393 -6.1873 -0.7308
41 C 1.2146 0.3645 -5.5779
42 C -1.8729 -4.9963 -1.4270
43 C -0.3255 0.3272 2.0179
44 C -1.6297 4.5001 1.0479
45 H -7.0805 1.4637 2.8032
46 H 7.0960 -1.4252 1.6890
47 H -1.5068 6.5510 0.4579
48 H -2.0898 4.2004 0.1184
49 H -0.4506 -7.1162 0.7981
50 H -5.4182 0.8278 4.5361
51 H -3.9238 2.6506 0.1989
52 H 1.5494 -4.2539 1.7154
53 H -3.0387 0.9948 4.0820
54 H 2.9771 -1.9227 2.8152
55 H -1.0723 0.4767 -6.7059
56 H -6.3123 2.4334 0.6597
57 H 4.5993 -0.5990 -2.1402
58 H 0.0778 5.6006 4.3207
59 H 6.3179 -0.9540 -0.6171
60 H 5.3801 -1.8812 3.4593
61 H -0.7574 0.3351 -4.6370
62 H -0.9424 1.2196 3.7608
63 H 4.1367 -0.3338 -4.0136
64 H 3.2879 0.3751 -6.1751
65 H -0.3660 7.2613 2.5331
66 H -2.2164 -7.0757 -0.9475
67 H -1.2323 -2.9720 -1.6546
68 H -0.4634 3.2554 3.9907
69 H 1.1732 -5.9030 2.0214
70 H -2.6434 -4.9285 -2.1807
71 H 0.0752 -0.3302 -2.4721

Force components x, y, z for each atom (eV/Å):
Pb -1.2 -0.1 0.6
O 0.1 -0.2 0.2
O 0.3 -0.3 -0.1
O 0.0 0.1 -0.2
O 0.0 0.0 0.0
N 0.0 -0.2 0.1
N 0.7 -0.6 -0.2
N 0.3 -0.2 0.5
N 0.0 0.0 -0.1
N -0.1 0.3 -0.5
N 0.3 0.1 0.0
C 0.5 -0.2 0.4
C 0.3 0.0 -0.1
C -0.4 0.1 -0.1
C -0.5 0.3 -0.4
C 0.0 -0.1 -0.1
C -0.3 0.0 -0.3
C -0.1 0.0 0.2
C 0.1 0.1 -0.4
C 0.4 -0.1 0.2
C -0.6 0.6 0.3
C 0.4 0.1 -0.3
C -0.2 0.0 -0.1
C -0.4 -0.2 -0.3
C -0.4 0.0 -0.1
C 0.3 0.1 0.2
C 0.3 0.7 0.2
C 0.3 0.0 0.0
C -0.5 -0.2 0.2
C 0.1 0.3 0.0
C 0.1 0.0 0.1
C 0.0 0.0 0.1
C 0.9 0.0 0.2
C 0.6 -0.1 0.4
C -0.1 -0.1 0.0
C -0.5 -0.3 -0.2
C 0.0 0.0 0.4
C -0.1 0.0 -0.2
C 0.2 -0.1 0.2
C 0.2 0.0 0.1
C -0.1 0.0 -0.3
C -0.1 0.1 -0.2
C -0.4 0.5 -0.4
C -0.1 -0.4 0.0
H 0.0 0.0 0.1
H 0.0 0.0 0.0
H 0.0 0.0 0.0
H -0.1 0.0 0.0
H -0.1 0.0 0.0
H 0.0 0.0 0.0
H 0.1 0.0 0.0
H 0.1 0.0 0.1
H -0.1 -0.1 0.0
H 0.0 0.0 0.0
H 0.0 -0.1 0.1
H 0.0 0.0 0.0
H 0.0 0.0 0.0
H 0.1 0.0 0.0
H 0.0 0.0 0.0
H 0.0 0.0 0.0
H 0.0 0.0 -0.1
H 0.1 0.0 0.0
H 0.0 0.0 0.0
H -0.1 0.0 -0.1
H -0.1 0.0 0.1
H 0.0 0.0 0.0
H 0.0 0.0 0.0
H 0.1 0.0 0.0
H 0.0 0.0 0.1
H 0.0 0.0 0.0
H 0.0 0.0 0.0

=====

Record 3
C28H24AuBClNO4 as an isolated structure in a non-equilibrium geometry. Source: the OMol25 dataset; level of theory: wB97M-V/def2-TZVPD.

LUMO energy = -0.5 eV
HOMO-LUMO gap = 8.0 eV
relative energy (zero: lowest compared OMol25 entry of this formula, charge and spin) = 0.00 kcal per mole
net charge = 0
F_max = 1.597 eV/Å

CARTESIAN COORDINATES (ANGSTROEM)
1 Au 2.6179 0.2136 0.1588
2 Cl -2.7581 0.1612 -4.0236
3 O 2.2936 3.8997 -1.7674
4 O -0.1361 -0.7503 -0.4046
5 O -0.2023 1.0032 1.0699
6 O 3.0041 1.9374 -1.0111
7 N 4.7773 -0.0066 0.2709
8 C 6.4840 0.0370 1.9095
9 C -5.8961 -1.7687 0.5325
10 C -1.3326 0.8919 -3.3472
11 C 1.7298 -0.7220 3.0127
12 C 7.4008 0.3836 0.9327
13 C 0.9269 2.0369 -2.2294
14 C 4.3818 -1.0417 3.7579
15 C 5.1580 -0.1739 1.5487
16 C 2.7245 -0.4327 2.0892
17 C -2.6835 1.1019 1.2390
18 C -1.4885 0.6003 0.7791
19 C 2.0555 -1.1683 4.2868
20 C -3.8375 0.4995 0.7496
21 C -5.9971 -0.0316 -1.2707
22 C 2.1512 2.7001 -1.6336
23 C 6.9912 0.5159 -0.3851
24 C 3.3760 -1.3503 4.6570
25 C -0.2983 2.6923 -2.1672
26 C 5.6546 0.3230 -0.6729
27 C -0.1167 0.2403 -3.4626
28 C -1.4505 -0.4552 -0.1097
29 C -3.8180 -0.5634 -0.1605
30 C 4.0767 -0.5678 2.4847
31 C 1.0056 0.8158 -2.8882
32 C -2.5873 -1.0586 -0.5983
33 C -1.4370 2.1171 -2.7063
34 C -5.1438 -1.1481 -0.6520
35 C -4.9350 -2.2299 -1.7125
36 B 0.6087 0.1793 0.3120
37 H -5.3268 -2.5940 0.9643
38 H 5.2584 0.4535 -1.6706
39 H 5.4150 -1.1797 4.0478
40 H -5.9052 -2.6068 -2.0408
41 H 0.6863 -0.5916 2.7617
42 H 3.6242 -1.7236 5.6413
43 H -0.0543 -0.7028 -3.9875
44 H 1.2615 -1.3864 4.9897
45 H -6.2817 0.7169 -0.5306
46 H -4.3685 -3.0774 -1.3219
47 H 7.6818 0.7869 -1.1697
48 H -5.4516 0.4739 -2.0695
49 H -0.3441 3.6609 -1.6869
50 H -6.9138 -0.4505 -1.6912
51 H -2.7226 1.9318 1.9309
52 H -2.5050 -1.8688 -1.3072
53 H 6.7888 -0.0600 2.9402
54 H -6.8636 -2.1551 0.2044
55 H -4.4145 -1.8383 -2.5877
56 H -2.3967 2.6115 -2.6440
57 H 1.9639 0.3171 -2.9752
58 H -4.7915 0.8781 1.0930
59 H 8.4344 0.5590 1.2012
60 H -6.0740 -1.0357 1.3203

Force components x, y, z for each atom (eV/Å):
Au 0.0 1.1 1.1
Cl 0.0 0.0 0.0
O 0.0 -0.1 0.1
O 0.1 0.0 0.1
O 0.1 0.1 0.0
O 0.0 -0.6 -0.6
N 0.0 0.1 0.1
C 0.0 -0.1 0.0
C 0.0 0.0 0.0
C 0.1 0.0 0.0
C 0.0 0.1 -0.1
C 0.0 0.0 0.0
C 0.1 -0.1 0.0
C 0.0 0.1 0.0
C -0.1 -0.2 -0.1
C 0.4 -0.9 -0.4
C 0.0 0.0 0.0
C -0.1 -0.1 0.0
C -0.1 0.0 0.1
C 0.0 0.0 0.0
C 0.0 0.0 0.0
C -0.2 0.2 -0.1
C 0.0 0.0 0.0
C 0.0 0.0 0.0
C 0.0 0.0 0.1
C 0.1 0.1 0.0
C -0.1 0.0 0.0
C 0.0 0.0 0.0
C 0.0 0.0 0.0
C -0.1 0.2 0.1
C 0.1 0.0 0.0
C 0.0 0.1 0.0
C 0.0 0.0 0.0
C 0.0 0.0 0.0
C 0.0 0.0 0.0
B -0.1 -0.1 -0.3
H 0.0 0.0 0.0
H 0.0 0.1 0.0
H 0.0 0.0 0.0
H 0.0 0.0 0.0
H 0.0 -0.1 0.0
H 0.0 0.0 0.0
H 0.0 0.0 0.0
H 0.0 0.0 0.0
H 0.0 0.0 0.0
H 0.0 0.0 0.0
H 0.0 0.0 0.0
H 0.0 0.0 0.0
H 0.0 0.0 0.0
H 0.0 0.0 0.0
H 0.0 0.0 0.0
H 0.0 0.0 0.0
H 0.0 0.0 0.0
H 0.0 0.0 0.0
H 0.0 0.0 0.0
H 0.0 0.0 0.0
H 0.0 0.0 0.0
H 0.0 0.0 0.0
H 0.0 0.0 0.0
H 0.0 0.0 0.0

=====

Record 4
A 2-piece molecular cluster, C8H5BrN2OS overall in a non-equilibrium geometry. Source: the OMol25 dataset; level of theory: wB97M-V/def2-TZVPD.

LUMO energy (spin up / spin down) = -3.6 / -3.6 eV
HOMO-LUMO gap (spin up / spin down) = 5.5 / 5.5 eV
relative energy (zero: lowest compared OMol25 entry of this formula, charge and spin) = 117.59 kcal per mole
net charge = 0
F_max = 3.887 eV/Å

CARTESIAN COORDINATES (ANGSTROEM)
1 Br 6.4809 -2.7054 0.8697
2 S 5.6824 -3.7923 2.4651
3 O 2.8453 -1.4715 1.5658
4 N 3.2684 -0.7151 3.6326
5 N 2.2277 -0.0084 3.1205
6 C -1.2574 0.3994 -0.6708
7 C 0.8393 -0.1992 1.1058
8 C 3.6233 -1.4930 2.6913
9 C -0.1856 0.7969 1.3906
10 C 0.7088 -0.7874 -0.1194
11 C -0.3048 -0.5157 -0.9964
12 C 1.9627 -0.4989 1.9108
13 C -1.1700 1.1129 0.5209
14 H 1.5703 -1.4905 -0.3713
15 H -0.2184 -1.3502 -1.8217
16 H -1.9210 1.8402 0.7396
17 H -1.8501 0.7286 -1.4950
18 H -0.1271 1.3563 2.3031

Force components x, y, z for each atom (eV/Å):
Br 0.6 0.2 -0.8
S -2.0 1.6 0.7
O 0.4 0.1 0.9
N 1.5 -0.8 -0.1
N -1.8 0.1 -2.0
C 0.2 0.7 -1.3
C -2.7 2.4 -1.1
C 1.1 -2.0 -0.2
C 2.3 -0.9 1.4
C 2.9 -1.7 0.4
C 0.9 -3.5 -1.5
C 0.8 0.8 3.0
C -0.4 -0.8 -0.9
H -1.6 0.7 -0.1
H -1.1 2.6 0.8
H -0.1 0.5 0.2
H -1.2 0.0 0.0
H 0.1 0.0 0.5

=====

Record 5
One molecule with the formula C4H7N in a non-equilibrium geometry. Source: the OMol25 dataset; level of theory: wB97M-V/def2-TZVPD.

LUMO energy = 0.4 eV
HOMO-LUMO gap = 8.9 eV
relative energy (zero: lowest compared OMol25 entry of this formula, charge and spin) = 49.94 kcal per mole
net charge = 0
F_max = 4.911 eV/Å

CARTESIAN COORDINATES (ANGSTROEM)
1 N 0.9540 -0.2469 -0.4741
2 C -0.1555 -0.1054 0.3855
3 C -1.1682 -1.1123 0.1582
4 C 2.0038 0.4097 -0.5692
5 C -0.1112 0.8156 1.4397
6 H 2.8928 -0.0596 -0.8822
7 H -2.1426 -0.6864 0.0824
8 H 0.8277 1.4529 1.4433
9 H -0.9259 -1.4588 -0.8080
10 H -1.2105 -1.8954 0.9302
11 H -0.8095 0.7616 2.2504
12 H 2.1154 1.5399 -0.3410

Force components x, y, z for each atom (eV/Å):
N -0.2 -1.8 1.0
C 1.4 3.9 2.6
C -1.0 -0.5 0.4
C -0.4 3.2 0.4
C 1.8 -1.7 -3.0
H 1.0 -0.6 -0.9
H -0.9 0.4 0.2
H -1.6 -0.7 0.5
H 0.0 -1.3 -0.9
H 0.3 0.1 -0.4
H -0.2 0.3 0.2
H -0.3 -1.5 0.1